(1)
The following is a DFT calculation (ωB97M-V/def2-TZVPD) of 2 unconnected molecules or ions with the total composition C7H12.

Geometry as ORCA input:
```
! wB97M-V def2-TZVPD RIJCOSX def2/J DEFGRID3
* xyz 0 1
C 0.5674 -1.3796 -2.2697
C 0.3898 -0.7095 -0.9142
C -0.7295 -1.2633 -0.0568
C -1.4640 -0.1545 -0.1123
C -0.4446 0.6136 -0.9284
H 1.2646 -0.8263 -2.9087
H -0.3975 -1.4315 -2.7877
H 0.9418 -2.4037 -2.1625
H 1.3538 -0.6129 -0.3927
H -0.8553 -2.2312 0.4275
H -2.4305 0.1230 0.3130
H 0.0408 1.4461 -0.4058
H -0.7639 0.9510 -1.9216
C 1.0302 1.2629 2.3786
C -0.2934 1.2131 2.4784
H 1.5631 2.2046 2.2746
H 1.6341 0.3589 2.3899
H -0.9052 2.1114 2.4400
H -0.8219 0.2683 2.5642
*
```

## Properties
Kohn-Sham gap (eV): 10.56
Total energy (Eh): -273.8215
Molar mass (g/mol): 96.2
Max |F| (eV Å⁻¹): 0.32
LUMO energy (eV): 1.2
Energy above the lowest of the compared OMol25 structures with the same formula, charge and spin (eV): 2.370
Structure (SMILES): C[C@@H]1C=CC1.C=C

Atom charges from the natural (NBO) analysis, given in e for atoms 1 to 6: number 1, C, carries -0.6037; number 2, C, carries -0.2350; number 3, C, carries -0.1924; number 4, C, carries -0.1811; number 5, C, carries -0.4254; number 6, H, carries 0.2076


(2)
The following is a DFT calculation (ωB97M-V/def2-TZVPD) of C7H12 in the gas phase.

Geometry as ORCA input:
```
! wB97M-V def2-TZVPD RIJCOSX def2/J DEFGRID3
* xyz 0 1
C 3.9174 -0.1365 1.0777
C 2.6896 -0.3418 0.3074
C 1.6674 -0.5002 -0.3123
C 0.3548 -0.6152 -0.9583
C -0.7181 0.0862 -0.1143
C -2.1153 0.0538 -0.7264
C -3.1380 0.7356 0.1812
H 3.6902 0.3249 2.0447
H 4.6117 0.5223 0.5462
H 4.4287 -1.0853 1.2695
H 0.0941 -1.6730 -1.0961
H 0.3908 -0.1719 -1.9624
H -0.7371 -0.3758 0.8815
H -0.4129 1.1297 0.0381
H -2.4174 -0.9861 -0.9131
H -2.0954 0.5501 -1.7063
H -3.2997 0.1546 1.0965
H -2.7865 1.7299 0.4823
H -4.1063 0.8588 -0.3142
*
```

## Properties
Kohn-Sham gap (eV): 10.42
Total energy (Eh): -273.8618
Molar mass (g/mol): 96.2
Max |F| (eV Å⁻¹): 0.51
LUMO energy (eV): 1.1
Energy above the lowest of the compared OMol25 structures with the same formula, charge and spin (eV): 1.271
Structure (SMILES): CC#CCCCC

Atom charges from the natural (NBO) analysis, given in e for atoms 1 to 6: number 1, C, carries -0.6794; number 2, C, carries -0.0085; number 3, C, carries -0.0227; number 4, C, carries -0.4638; number 5, C, carries -0.3746; number 6, C, carries -0.3958


(3)
The following is a DFT calculation (ωB97M-V/def2-TZVPD) of 3 unconnected molecules or ions with the total composition C7H12 in a non-equilibrium geometry.

Geometry as ORCA input:
```
! wB97M-V def2-TZVPD RIJCOSX def2/J DEFGRID3
* xyz 0 1
C -0.5494 0.8037 -0.3531
C 2.3273 -0.4346 -0.8604
C -2.8851 0.4095 -0.4203
C -0.8425 -0.3932 0.1854
C 1.5064 0.2730 0.1614
C -0.9302 -1.5797 0.7071
C 1.9571 0.8309 1.2748
H -0.4261 0.8949 -1.4240
H -0.6377 1.6956 0.2533
H 3.4062 -0.3465 -0.6634
H 2.1475 -0.0300 -1.8617
H 2.0837 -1.5010 -0.9012
H -1.8916 -2.0748 0.7747
H -0.0446 -2.1006 1.0450
H 1.2982 1.3141 1.9930
H 3.0248 0.8954 1.5070
H -3.0250 1.3998 -0.8477
H -3.3708 0.3244 0.5483
H -3.1481 -0.3812 -1.1181
*
```

## Properties
Kohn-Sham gap (alpha / beta) (eV): 7.47 / 7.39
Total energy (Eh): -273.6379
Molar mass (g/mol): 96.2
Max |F| (eV Å⁻¹): 4.44
LUMO energy (alpha / beta) (eV): 0.9 / 0.9
Energy above the lowest of the compared OMol25 structures with the same formula, charge and spin (eV): 7.365

Atom charges from the natural (NBO) analysis, given in e for atoms 1 to 6: number 1, C, carries -0.3471; number 2, C, carries -0.6920; number 3, C, carries -0.7523; number 4, C, carries 0.2378; number 5, C, carries -0.0345; number 6, C, carries -0.4795


(4)
The following is a DFT calculation (ωB97M-V/def2-TZVPD) of C7H12 in the gas phase in a non-equilibrium geometry.

Geometry as ORCA input:
```
! wB97M-V def2-TZVPD RIJCOSX def2/J DEFGRID3
* xyz 0 1
C -0.0557 1.8116 1.0856
C -0.3015 0.4502 1.1603
C -0.5568 -0.4054 2.4343
C -0.1867 -0.2144 -0.1359
C 0.4063 -1.4771 -0.1854
C -0.3313 0.5451 -1.2508
C 0.3383 0.2265 -2.5336
H 0.6301 2.3067 0.2592
H -0.6393 2.5633 1.7211
H -1.4177 -1.1638 2.3341
H -0.6376 0.3814 3.2124
H 0.2478 -1.1231 2.5194
H -0.1075 -2.1822 0.4144
H 1.4829 -1.3807 -0.1356
H 0.4800 -1.9956 -1.2679
H -1.0850 1.3624 -1.2619
H -0.2384 -0.4456 -3.2586
H 1.1907 -0.4193 -2.2512
H 0.7813 1.1600 -2.8600
*
```

## Properties
Kohn-Sham gap (eV): 9.08
Total energy (Eh): -273.7908
Molar mass (g/mol): 96.2
Max |F| (eV Å⁻¹): 6.08
LUMO energy (eV): 0.9
Energy above the lowest of the compared OMol25 structures with the same formula, charge and spin (eV): 3.204
Structure (SMILES): C=C(C)/C(C)=C/C

Atom charges from the natural (NBO) analysis, given in e for atoms 1 to 6: number 1, C, carries -0.4141; number 2, C, carries -0.0101; number 3, C, carries -0.6546; number 4, C, carries -0.0958; number 5, C, carries -0.6490; number 6, C, carries -0.1185


(5)
The following is a DFT calculation (ωB97M-V/def2-TZVPD) of C7H12 in the gas phase in a non-equilibrium geometry.

Geometry as ORCA input:
```
! wB97M-V def2-TZVPD RIJCOSX def2/J DEFGRID3
* xyz 0 1
C -1.9730 -0.6556 -0.9279
C -0.6940 -0.4401 -0.5360
C -0.2742 0.9365 -0.1875
C 0.5430 1.4241 0.7568
C 1.2562 2.7243 0.4147
C 0.2721 -1.5899 -0.5758
C 0.4382 -2.2638 0.7810
H -2.1949 -1.5308 -1.5038
H -2.7781 -0.0489 -0.5017
H -1.0634 1.6219 -0.5515
H 0.9393 0.9451 1.6482
H 1.1438 2.9330 -0.6549
H 2.3271 2.7024 0.5740
H 0.9448 3.6410 1.0305
H 0.1661 -2.2117 -1.4864
H 1.2780 -1.1782 -0.6724
H -0.4708 -2.5844 1.3576
H 0.8950 -3.2665 0.7065
H 1.0316 -1.7325 1.5553
*
```

## Properties
Kohn-Sham gap (eV): 8.73
Total energy (Eh): -273.8099
Molar mass (g/mol): 96.2
Max |F| (eV Å⁻¹): 2.89
LUMO energy (eV): 0.6
Energy above the lowest of the compared OMol25 structures with the same formula, charge and spin (eV): 2.685
Structure (SMILES): C=C(/C=C/C)CC

Atom charges from the natural (NBO) analysis, given in e for atoms 1 to 6: number 1, C, carries -0.3942; number 2, C, carries -0.0138; number 3, C, carries -0.2481; number 4, C, carries -0.1455; number 5, C, carries -0.6494; number 6, C, carries -0.4512


(6)
The following is a DFT calculation (ωB97M-V/def2-TZVPD) of a molecular structure, C7H12 in a non-equilibrium geometry.

Geometry as ORCA input:
```
! wB97M-V def2-TZVPD RIJCOSX def2/J DEFGRID3
* xyz 0 1
C 0.4710 -2.6196 1.9769
C 1.0855 -1.4623 1.1973
C 0.0244 -0.5642 0.5698
C 0.6452 0.6021 -0.1944
C -0.3138 1.4303 -0.9086
C -0.6260 2.0591 -1.9191
C -1.5109 2.8456 -2.6992
H -0.1754 -2.2474 2.7804
H -0.1449 -3.2468 1.3215
H 1.2374 -3.2571 2.4290
H 1.7249 -0.8625 1.8601
H 1.7440 -1.8508 0.4076
H -0.6494 -0.1786 1.3467
H -0.5994 -1.1554 -0.1144
H 1.2057 1.2460 0.4931
H 1.3583 0.2265 -0.9377
H -1.7774 2.4217 -1.4200
H -2.0556 2.3701 -3.5233
H -1.3175 3.9162 -2.8207
*
```

## Properties
Kohn-Sham gap (eV): 8.61
Total energy (Eh): -273.7436
Molar mass (g/mol): 96.2
Max |F| (eV Å⁻¹): 3.62
LUMO energy (eV): 0.8
Energy above the lowest of the compared OMol25 structures with the same formula, charge and spin (eV): 4.488

Atom charges from the natural (NBO) analysis, given in e for atoms 1 to 6: number 1, C, carries -0.6014; number 2, C, carries -0.3933; number 3, C, carries -0.3790; number 4, C, carries -0.4590; number 5, C, carries -0.0978; number 6, C, carries -0.1134